Record 1
This record from the OMol25 dataset describes a molecular structure, C4H6O2. The level of theory is ωB97M-V with the def2-TZVPD basis set.

Cartesian coordinates (Å):
O 2.616 -0.358 0.046
O -0.600 1.084 0.710
C 1.594 -0.028 0.596
C 0.487 0.690 -0.133
C -0.383 -0.370 -0.828
C -1.363 -0.073 0.314
H 0.034 -1.377 -0.919
H 0.875 1.514 -0.742
H -2.390 0.167 0.022
H 1.346 -0.327 1.637
H -1.384 -0.812 1.126
H -0.724 -0.016 -1.798

## Properties
multiplicity: 1
max |F|: 0.0102 hartree/bohr
E_HOMO: -9.675 eV
net charge: 0
energy above the lowest of the compared OMol25 structures with the same formula, charge and spin: 190.3 kJ/mol
orbital gap: 10.50 eV

Record 2
This record from the OMol25 dataset describes 2 unconnected molecules or ions with the total composition C4H6O2 at a distorted geometry. The level of theory is ωB97M-V with the def2-TZVPD basis set.

Cartesian coordinates (Å):
O 0.986 1.288 0.097
O -0.805 0.673 -2.594
C -1.361 0.644 -1.567
C -1.994 0.584 -0.418
C 1.383 0.146 0.045
C 1.125 -0.881 1.109
H -2.988 0.158 -0.374
H 2.079 -1.251 1.501
H 1.973 -0.200 -0.830
H 0.599 -1.734 0.665
H 0.528 -0.452 1.918
H -1.525 1.027 0.449

## Properties
multiplicity: 1
max |F|: 0.0217 hartree/bohr
E_HOMO: -9.203 eV
net charge: 0
structure (SMILES): C=C=O.CC=O
energy above the lowest of the compared OMol25 structures with the same formula, charge and spin: 165.8 kJ/mol
orbital gap: 10.13 eV

Record 3
This record from the OMol25 dataset describes C4H6O2 in the gas phase. The level of theory is ωB97M-V with the def2-TZVPD basis set.

Cartesian coordinates (Å):
O 2.402 -0.881 1.665
O 0.484 0.153 1.185
C -0.415 -0.327 -1.100
C 1.797 -0.088 1.004
C -0.211 0.619 0.044
C -1.529 -0.055 -0.123
H 2.242 0.541 0.212
H 0.071 -1.298 -1.072
H -0.101 1.677 -0.182
H -2.415 0.499 -0.424
H -0.478 0.112 -2.091
H -1.685 -0.824 0.624

## Properties
multiplicity: 1
max |F|: 0.0117 hartree/bohr
E_HOMO: -10.597 eV
net charge: 0
structure (SMILES): O=COC1CC1
energy above the lowest of the compared OMol25 structures with the same formula, charge and spin: 144.7 kJ/mol
orbital gap: 11.62 eV

Record 4
This record from the OMol25 dataset describes C4H6O2 in the gas phase at a distorted geometry. The level of theory is ωB97M-V with the def2-TZVPD basis set.

Cartesian coordinates (Å):
O -1.259 -1.169 -1.016
O 0.544 1.793 0.711
C 0.451 0.684 0.269
C -0.697 -0.257 1.081
C 1.440 0.262 -0.897
C -1.620 -0.591 -0.016
H 2.175 -0.480 -0.563
H -0.045 -1.062 1.370
H -1.300 -0.005 2.011
H 0.905 -0.160 -1.744
H -2.628 -0.150 0.039
H 2.032 1.135 -1.245

## Properties
multiplicity: 1
max |F|: 0.0408 hartree/bohr
E_HOMO: -9.583 eV
net charge: 0
structure (SMILES): CC(=O)CC=O
energy above the lowest of the compared OMol25 structures with the same formula, charge and spin: 179.1 kJ/mol
orbital gap: 10.30 eV

Record 5
This record from the OMol25 dataset describes C4H6O2 in the gas phase. The level of theory is ωB97M-V with the def2-TZVPD basis set.

Cartesian coordinates (Å):
O -1.595 2.094 -0.608
O -1.218 -1.326 -0.320
C 0.574 0.266 -0.037
C -0.834 -0.178 -0.324
C 1.407 -0.807 0.657
C -1.862 0.919 -0.620
H 0.884 -1.214 1.528
H 2.355 -0.385 1.002
H -2.879 0.525 -0.816
H 1.620 -1.644 -0.013
H 1.030 0.560 -0.993
H 0.517 1.192 0.545

## Properties
multiplicity: 1
max |F|: 0.0107 hartree/bohr
E_HOMO: -9.857 eV
net charge: 0
structure (SMILES): CCC(=O)C=O
energy above the lowest of the compared OMol25 structures with the same formula, charge and spin: 89.9 kJ/mol
orbital gap: 9.39 eV

Record 6
This record from the OMol25 dataset describes C4H6O2 in the gas phase at a distorted geometry. The level of theory is ωB97M-V with the def2-TZVPD basis set.

Cartesian coordinates (Å):
O -2.087 0.117 -0.163
O 0.042 2.168 -0.156
C 0.178 1.009 0.170
C 0.203 -1.011 -0.294
C -0.840 -0.073 0.405
C 1.302 0.019 0.006
H 2.027 0.257 -0.787
H -2.143 1.079 -0.402
H 1.838 -0.189 0.929
H 0.036 -1.120 -1.376
H 0.328 -1.987 0.191
H -0.884 -0.269 1.479

## Properties
multiplicity: 1
max |F|: 0.0311 hartree/bohr
E_HOMO: -9.863 eV
net charge: 0
structure (SMILES): O=C1CC[C@@H]1O
energy above the lowest of the compared OMol25 structures with the same formula, charge and spin: 133.2 kJ/mol
orbital gap: 10.66 eV

Record 7
This record from the OMol25 dataset describes 2 unconnected molecules or ions with the total composition C4H6O2. The level of theory is ωB97M-V with the def2-TZVPD basis set.

Cartesian coordinates (Å):
O -1.135 -0.496 -1.128
O 3.268 0.084 0.809
C -1.255 -0.661 0.575
C -1.982 0.297 -0.262
C 2.550 0.726 0.082
C 0.046 -0.536 0.056
H 0.546 -1.510 -0.019
H 1.998 1.620 0.427
H -1.687 1.346 -0.217
H 2.425 0.487 -0.991
H -1.732 -1.480 1.123
H -3.042 0.123 -0.453

## Properties
multiplicity: 1
max |F|: 0.0091 hartree/bohr
E_HOMO: -8.313 eV
net charge: 0
energy above the lowest of the compared OMol25 structures with the same formula, charge and spin: 673.3 kJ/mol
orbital gap: 8.39 eV

Record 8
This record from the OMol25 dataset describes C4H6O2 in the gas phase at a distorted geometry. The level of theory is ωB97M-V with the def2-TZVPD basis set.

Cartesian coordinates (Å):
O -0.453 1.952 0.206
O 1.660 -0.916 -0.902
C 0.283 -0.234 1.111
C 0.476 -0.561 -0.358
C -0.608 0.276 -0.795
C -0.867 0.755 0.605
H -0.992 0.544 -1.774
H -0.537 -1.245 -0.673
H -1.846 0.671 1.082
H 1.709 -0.491 -1.773
H 0.055 -1.090 1.757
H 1.119 0.340 1.514

## Properties
multiplicity: 1
max |F|: 0.0450 hartree/bohr
E_HOMO: -8.709 eV
net charge: 0
energy above the lowest of the compared OMol25 structures with the same formula, charge and spin: 489.4 kJ/mol
orbital gap: 9.14 eV

Record 9
This record from the OMol25 dataset describes a molecular structure, C4H6O2. The level of theory is ωB97M-V with the def2-TZVPD basis set.

Cartesian coordinates (Å):
O -0.386 -1.890 0.884
O -1.052 -0.774 -1.729
C 0.801 0.304 1.021
C 0.214 -0.961 0.402
C -0.059 -0.258 -0.916
C -0.170 1.011 0.026
H 1.843 0.516 0.757
H -1.670 -1.258 -1.159
H 0.858 -0.181 -1.516
H 0.647 0.398 2.099
H 0.125 1.985 -0.380
H -1.150 1.109 0.511

## Properties
multiplicity: 1
max |F|: 0.0128 hartree/bohr
E_HOMO: -9.726 eV
net charge: 0
energy above the lowest of the compared OMol25 structures with the same formula, charge and spin: 138.6 kJ/mol
orbital gap: 10.61 eV

Record 10
This record from the OMol25 dataset describes C4H6O2 in the gas phase. The level of theory is ωB97M-V with the def2-TZVPD basis set.

Cartesian coordinates (Å):
O -0.754 0.547 1.280
O 1.787 -0.327 -0.807
C -1.194 -0.320 -0.552
C 0.894 0.141 0.153
C -0.282 -0.715 0.609
C -0.419 0.929 -0.110
H -0.546 1.960 -0.448
H 2.668 -0.121 -0.472
H 1.396 0.584 1.020
H -2.235 -0.280 -0.209
H -1.085 -0.758 -1.544
H -0.212 -1.701 1.075

## Properties
multiplicity: 1
max |F|: 0.0141 hartree/bohr
E_HOMO: -9.913 eV
net charge: 0
energy above the lowest of the compared OMol25 structures with the same formula, charge and spin: 358.0 kJ/mol
orbital gap: 10.68 eV

Record 11
This record from the OMol25 dataset describes C4H6O2 in the gas phase. The level of theory is ωB97M-V with the def2-TZVPD basis set.

Cartesian coordinates (Å):
O -2.224 -1.463 -0.604
O 0.029 1.832 0.308
C 1.600 0.332 -0.708
C -1.788 -0.498 -0.028
C 0.385 0.690 0.113
C -0.438 -0.471 0.666
H 0.043 -1.446 0.546
H 1.302 -0.304 -1.550
H 2.308 -0.247 -0.104
H -2.349 0.457 0.023
H -0.614 -0.268 1.731
H 2.078 1.240 -1.077

## Properties
multiplicity: 1
max |F|: 0.0099 hartree/bohr
E_HOMO: -9.919 eV
net charge: 0
structure (SMILES): CC(=O)CC=O
energy above the lowest of the compared OMol25 structures with the same formula, charge and spin: 72.0 kJ/mol
orbital gap: 10.60 eV

Record 12
This record from the OMol25 dataset describes C4H6O2 in the gas phase at a distorted geometry. The level of theory is ωB97M-V with the def2-TZVPD basis set.

Cartesian coordinates (Å):
O -0.480 0.056 -1.594
O 3.056 -0.120 -0.015
C 1.916 0.020 -0.376
C -1.657 0.507 0.414
C -0.517 -0.021 -0.382
C 0.689 -0.716 0.208
H -2.589 0.335 -0.125
H -1.710 0.126 1.436
H -1.465 1.583 0.437
H 0.875 -0.956 1.259
H 1.643 0.836 -1.080
H 0.241 -1.649 -0.183

## Properties
multiplicity: 1
max |F|: 0.0352 hartree/bohr
E_HOMO: -9.892 eV
net charge: 0
structure (SMILES): CC(=O)CC=O
energy above the lowest of the compared OMol25 structures with the same formula, charge and spin: 146.2 kJ/mol
orbital gap: 10.62 eV

Record 13
This record from the OMol25 dataset describes C4H6O2 in the gas phase. The level of theory is ωB97M-V with the def2-TZVPD basis set.

Cartesian coordinates (Å):
O 1.531 -0.466 1.519
O -1.650 0.348 1.424
C -0.116 -0.433 -0.241
C 1.277 -0.559 0.345
C -1.175 -0.590 0.834
C -0.061 1.003 -0.785
H 2.079 -0.585 -0.424
H -0.267 -1.182 -1.032
H 0.509 1.045 -1.718
H -1.057 1.418 -0.936
H 0.440 1.627 -0.040
H -1.508 -1.626 1.053

## Properties
multiplicity: 1
max |F|: 0.0106 hartree/bohr
E_HOMO: -9.977 eV
net charge: 0
structure (SMILES): CC(C=O)C=O
energy above the lowest of the compared OMol25 structures with the same formula, charge and spin: 117.8 kJ/mol
orbital gap: 10.75 eV

Record 14
This record from the OMol25 dataset describes 2 unconnected molecules or ions with the total composition C4H6O2 at a distorted geometry. The level of theory is ωB97M-V with the def2-TZVPD basis set.

Cartesian coordinates (Å):
O -1.656 -1.394 1.095
O 0.869 1.263 0.983
C -0.413 -0.391 -0.800
C -0.276 1.129 1.317
C -1.056 -0.852 0.237
C 1.063 -0.437 -0.986
H 1.683 -0.719 -0.135
H -0.569 0.535 2.206
H 0.970 -1.289 -1.660
H -0.975 0.027 -1.624
H -1.120 1.689 0.863
H 1.481 0.438 -1.497

## Properties
multiplicity: 1
max |F|: 0.0386 hartree/bohr
E_HOMO: -8.862 eV
net charge: 0
structure (SMILES): CC=C=O.C=O
energy above the lowest of the compared OMol25 structures with the same formula, charge and spin: 295.9 kJ/mol
orbital gap: 9.46 eV

Record 15
This record from the OMol25 dataset describes C4H6O2 in the gas phase at a distorted geometry. The level of theory is ωB97M-V with the def2-TZVPD basis set.

Cartesian coordinates (Å):
O -0.707 0.172 -1.199
O 1.043 -1.678 1.190
C -0.767 1.060 -0.124
C 0.675 -0.780 0.463
C 0.875 0.701 0.572
C -0.328 -1.064 -0.624
H -1.547 0.761 0.590
H 1.394 1.181 -0.249
H -1.179 -1.551 -0.127
H 1.488 0.904 1.492
H -1.034 2.051 -0.552
H 0.108 -1.727 -1.369

## Properties
multiplicity: 1
max |F|: 0.0327 hartree/bohr
E_HOMO: -9.516 eV
net charge: 0
structure (SMILES): O=C1CCOC1
energy above the lowest of the compared OMol25 structures with the same formula, charge and spin: 205.6 kJ/mol
orbital gap: 10.39 eV

Record 16
This record from the OMol25 dataset describes C4H6O2 in the gas phase. The level of theory is ωB97M-V with the def2-TZVPD basis set.

Cartesian coordinates (Å):
O 0.257 0.629 -1.606
O 1.670 -0.221 1.555
C -0.989 -0.808 -0.205
C -0.883 0.256 0.816
C 0.209 0.085 -0.305
C 1.535 -0.092 0.360
H -0.580 -0.110 1.802
H -0.887 -1.859 0.033
H -1.518 1.130 0.857
H 0.860 1.377 -1.702
H 2.432 0.015 -0.283
H -1.669 -0.560 -1.015

## Properties
multiplicity: 1
max |F|: 0.0151 hartree/bohr
E_HOMO: -9.658 eV
net charge: 0
structure (SMILES): O=CC1(O)CC1
energy above the lowest of the compared OMol25 structures with the same formula, charge and spin: 216.3 kJ/mol
orbital gap: 10.32 eV

Record 17
This record from the OMol25 dataset describes C4H6O2 in the gas phase. The level of theory is ωB97M-V with the def2-TZVPD basis set.

Cartesian coordinates (Å):
O -2.548 -1.366 -0.236
O -0.087 1.810 0.155
C -0.416 -0.518 0.478
C 1.697 0.462 -0.685
C 0.364 0.696 -0.011
C -1.885 -0.418 0.104
H -2.309 0.603 0.169
H 2.491 0.501 0.070
H 1.747 -0.515 -1.172
H -0.012 -1.469 0.122
H 1.886 1.257 -1.410
H -0.361 -0.514 1.577

## Properties
multiplicity: 1
max |F|: 0.0110 hartree/bohr
E_HOMO: -9.821 eV
net charge: 0
structure (SMILES): CC(=O)CC=O
energy above the lowest of the compared OMol25 structures with the same formula, charge and spin: 75.5 kJ/mol
orbital gap: 10.51 eV

Record 18
This record from the OMol25 dataset describes C4H6O2 in the gas phase at a distorted geometry. The level of theory is ωB97M-V with the def2-TZVPD basis set.

Cartesian coordinates (Å):
O 0.992 0.475 1.649
O -1.343 -0.596 1.195
C 1.534 -0.434 -0.489
C -0.754 0.183 0.077
C -1.348 0.459 -1.069
C 0.644 -0.012 0.427
H -0.777 0.728 -1.939
H 1.922 0.280 1.814
H 1.225 -0.777 -1.457
H -2.420 0.382 -1.170
H 2.594 -0.350 -0.313
H -2.270 -0.339 1.274

## Properties
multiplicity: 1
max |F|: 0.0896 hartree/bohr
E_HOMO: -8.904 eV
net charge: 0
structure (SMILES): C=C(O)C(=C)O
energy above the lowest of the compared OMol25 structures with the same formula, charge and spin: 227.4 kJ/mol
orbital gap: 9.76 eV

Record 19
This record from the OMol25 dataset describes C4H6O2 in the gas phase at a distorted geometry. The level of theory is ωB97M-V with the def2-TZVPD basis set.

Cartesian coordinates (Å):
O 1.111 -0.608 -0.546
O 2.085 0.275 1.346
C 1.975 0.154 0.149
C -0.108 -0.623 0.133
C -1.339 -0.429 -0.640
C -0.843 0.686 0.242
H -1.322 0.860 1.199
H -0.557 1.613 -0.271
H 2.554 0.630 -0.622
H -1.230 -0.272 -1.707
H -0.064 -1.253 1.011
H -2.190 -0.994 -0.308

## Properties
multiplicity: 1
max |F|: 0.0308 hartree/bohr
E_HOMO: -10.562 eV
net charge: 0
structure (SMILES): O=COC1CC1
energy above the lowest of the compared OMol25 structures with the same formula, charge and spin: 164.7 kJ/mol
orbital gap: 11.63 eV

Record 20
This record from the OMol25 dataset describes a molecular structure, C4H6O2Pt at a distorted geometry. The level of theory is ωB97M-V with the def2-TZVPD basis set.

Cartesian coordinates (Å):
Pt -0.550 -1.199 0.464
O -0.022 -0.200 -1.280
O 0.171 0.627 1.362
C -0.853 0.612 0.425
C 1.469 -1.552 -2.373
C 0.391 1.790 2.155
C 0.268 -0.641 -2.440
H 1.446 -2.220 -3.250
H 0.074 2.708 1.643
H -0.217 1.690 3.063
H 2.391 -0.954 -2.449
H 1.521 -2.165 -1.450
H 1.468 1.873 2.356

## Properties
multiplicity: 3
max |F|: 0.1619 hartree/bohr
E_HOMO (spin up / spin down): -6.483 / -8.088 eV
net charge: 0
energy above the lowest of the compared OMol25 structures with the same formula, charge and spin: 304.9 kJ/mol
orbital gap (spin up / spin down): 6.50 / 6.53 eV